Arrangement A

{
  "formula": "C3H2BrClF2",
  "method": "ωB97M-V/def2-TZVPD",
  "elements": ["C", "C", "C", "F", "F", "Cl", "Br", "H", "H"],
  "coordinates": [[0.85, -0.41, 0.03], [-0.69, -0.72, -0.23], [-0.21, 0.43, 0.62], [-1.25, -0.61, -1.47], [-1.23, -1.79, 0.35], [-0.59, 1.06, 2.09], [-0.01, 3.10, -1.17], [1.45, -1.10, 0.51], [1.69, 0.04, -0.72]],
  "lowdin_charge": [-0.049, -0.487, -0.683, 0.090, 0.125, 0.756, 0.008, 0.071, 0.168],
  "homo_lumo_gap_ha": [0.333, 0.223],
  "homo_ha": [-0.39568, -0.34299],
  "charge": 0
}

=====

Arrangement B

{
  "formula": "C3H2BrClF2",
  "method": "ωB97M-V/def2-TZVPD",
  "elements": ["C", "C", "C", "F", "F", "Cl", "Br", "H", "H"],
  "coordinates": [[-1.81, 0.44, 0.00], [-0.96, -0.23, 0.69], [1.70, 0.04, -0.50], [2.02, 1.25, 0.02], [1.82, 0.09, -1.80], [2.50, -1.33, 0.24], [-0.80, -1.79, 1.69], [-2.92, 0.15, 0.18], [-1.54, 1.38, -0.52]],
  "lowdin_charge": [-0.139, -0.668, -0.770, 0.020, 0.057, 0.655, 0.683, 0.095, 0.067],
  "homo_lumo_gap_ha": [0.322, 0.303],
  "homo_ha": [-0.34229, -0.32125],
  "charge": 0
}

=====

Which is the most stable structure? arrangement A is the most stable.